Run i
{"formula": "C3H9N2", "method": "wB97M-V/def2-TZVPD", "elements": ["C", "C", "C", "N", "N", "H", "H", "H", "H", "H", "H", "H", "H", "H"], "positions_angstrom": [[-0.7140, -1.0092, -1.0545], [-0.2727, -0.2690, 0.1640], [0.8550, 0.4481, 0.3472], [1.7858, 0.8204, -0.5502], [-1.3967, 0.0099, 1.1152], [0.1911, -1.3687, -1.5657], [-1.1811, -1.9708, -0.8288], [-1.2457, -0.3821, -1.7634], [0.8367, 1.0456, 1.2573], [1.8121, 0.4545, -1.4890], [2.5780, 1.3615, -0.2438], [-2.2946, 0.0207, 0.6185], [-1.5252, -0.7935, 1.7387], [-1.3265, 0.9000, 1.6042]], "mulliken_charge": [-1.365, 0.375, -0.222, -0.373, -0.312, 0.376, 0.396, 0.360, 0.247, 0.199, 0.226, 0.377, 0.367, 0.348], "homo_energy_ev": -12.83, "charge": 1, "gap_ev": 9.27, "lumo_ev": -3.558}

Run ii
{"formula": "C3H9N2", "method": "wB97M-V/def2-TZVPD", "elements": ["C", "C", "C", "N", "N", "H", "H", "H", "H", "H", "H", "H", "H", "H"], "positions_angstrom": [[-1.8710, 0.0297, 0.3094], [2.1054, 0.4461, 0.7803], [0.6909, -0.9050, -0.6917], [-3.0003, 0.1290, -0.3580], [1.5010, 0.0336, -0.5348], [-1.8784, 0.2788, 1.2915], [3.1742, 0.5280, 0.8045], [1.8304, 1.4609, 0.9999], [2.1927, -0.2826, 1.5079], [0.2360, -1.2419, -1.6861], [0.4165, -1.5983, 0.1695], [-3.8493, 0.3810, 0.0170], [1.5303, 0.7755, -1.2309], [-3.0783, -0.0349, -1.3786]], "mulliken_charge": [-0.303, -0.885, -0.219, -0.259, -0.029, 0.245, 0.374, 0.340, 0.350, 0.316, 0.312, 0.226, 0.295, 0.238], "homo_energy_ev": -12.50, "charge": 1, "gap_ev": 8.63, "lumo_ev": -3.870}

Run iii
{"formula": "C3H9N2", "method": "wB97M-V/def2-TZVPD", "elements": ["C", "N", "H", "H", "H", "H", "C", "C", "N", "H", "H", "H", "H", "H"], "positions_angstrom": [[0.5571, -1.1129, 0.0938], [1.7253, -0.4582, 0.3671], [-0.0544, -1.4274, 0.9221], [0.5191, -1.8326, -0.7021], [2.3528, -0.3552, -0.4151], [2.1908, -0.8069, 1.1997], [-1.1806, -0.2425, -0.8228], [-0.4826, 0.8188, -0.3576], [-0.7281, 1.6013, 0.7200], [-1.1099, -0.5861, -1.8419], [-1.9813, -0.6221, -0.1948], [0.2377, 1.2186, -1.0694], [-0.9453, 2.5634, 0.5180], [-1.1006, 1.2417, 1.5832]], "mulliken_charge": [-0.493, -0.364, 0.469, 0.343, 0.250, 0.265, -0.776, 0.189, -0.379, 0.356, 0.325, 0.349, 0.250, 0.216], "homo_energy_ev": -13.86, "charge": 1, "gap_ev": 9.70, "lumo_ev": -4.164}

Most stable: run i

Run i
{"formula": "C3H9N2", "method": "wB97M-V/def2-TZVPD", "elements": ["C", "C", "C", "N", "N", "H", "H", "H", "H", "H", "H", "H", "H", "H"], "positions_angstrom": [[-4.5232, 1.3711, 0.3794], [-4.2614, 1.9096, 1.6906], [-3.3267, 1.2455, 2.8907], [-2.1336, 2.2677, 2.6819], [-4.5905, 3.0961, 2.1086], [-5.1726, 2.1369, -0.2000], [-4.2591, 0.4634, -0.1686], [-3.0642, 0.1978, 2.7328], [21.6128, -11.0010, -11.4427], [-1.5880, 2.4518, 3.5343], [-3.7055, 1.2873, 3.9193], [-4.5303, 3.8870, 1.5898], [-2.5069, 3.1451, 2.2132], [22.0493, -12.4584, -11.9293]], "mulliken_charge": [-0.416, 0.449, -0.232, -0.462, -0.346, 0.258, 0.338, 0.319, -0.001, 0.275, 0.293, 0.271, 0.253, 0.001], "homo_energy_ev": -11.66, "charge": 1, "gap_ev": 2.86, "lumo_ev": -8.799}

Run ii
{"formula": "C3H9N2", "method": "wB97M-V/def2-TZVPD", "elements": ["C", "C", "N", "H", "H", "H", "H", "H", "C", "N", "H", "H", "H", "H"], "positions_angstrom": [[1.8761, 0.6054, 1.2543], [0.4224, 0.5054, 0.7676], [0.2606, -0.4966, -0.1764], [2.1733, -0.3497, 1.6728], [2.0334, 1.4016, 1.9646], [2.5329, 0.7631, 0.4042], [0.1394, 1.4885, 0.3578], [-0.2542, 0.3508, 1.6340], [-1.0479, -0.9380, -0.4843], [-1.5285, 0.0657, -1.4160], [-1.0473, -1.8888, -1.0040], [-1.6850, -0.9592, 0.3964], [-1.6582, 0.9755, -0.9839], [-0.9134, 0.1538, -2.2241]], "mulliken_charge": [-1.237, -0.176, -0.037, 0.350, 0.382, 0.349, 0.325, 0.411, -0.322, -0.363, 0.339, 0.389, 0.283, 0.307], "homo_energy_ev": -16.21, "charge": 1, "gap_ev": 7.78, "lumo_ev": -8.431}

Run iii
{"formula": "C3H9N2", "method": "wB97M-V/def2-TZVPD", "elements": ["C", "C", "C", "N", "N", "H", "H", "H", "H", "H", "H", "H", "H", "H"], "positions_angstrom": [[-1.2024, 0.6950, -0.7788], [-0.4561, -0.3467, -0.0823], [2.4871, 0.0033, -0.1164], [-0.9864, -1.5322, 0.3363], [-0.8591, 0.9102, 0.6424], [-0.6995, 1.3395, -1.4875], [-2.2623, 0.5684, -0.9819], [2.6348, -0.4868, 0.8236], [2.4557, 1.0721, -0.1671], [2.5909, -0.5533, -1.0246], [-1.4808, -2.0803, -0.3495], [-0.4488, -2.0779, 0.9946], [-0.1498, 1.6035, 0.8703], [-1.6232, 0.8852, 1.3208]], "mulliken_charge": [-0.518, 0.408, -0.913, -0.434, -0.250, 0.257, 0.314, 0.350, 0.343, 0.335, 0.261, 0.253, 0.290, 0.305], "homo_energy_ev": [-12.72, -13.42], "charge": 1, "gap_ev": [7.63, 9.70], "lumo_ev": [-5.092, -3.727]}

Most stable: run ii

Run i
{"formula": "C3H9N2", "method": "wB97M-V/def2-TZVPD", "elements": ["C", "N", "H", "H", "H", "H", "C", "C", "N", "H", "H", "H", "H", "H"], "positions_angstrom": [[0.6316, -0.7559, -0.6483], [0.2104, -2.1402, -0.7448], [0.9518, -0.3760, -1.6130], [1.4396, -0.6995, 0.0771], [0.6884, -2.7390, -0.0750], [0.5886, -2.5650, -1.5900], [-0.5315, 2.1970, 0.9164], [-0.3772, 0.8682, 1.0186], [-0.5738, 0.0526, -0.2187], [-0.9750, 2.7640, 1.7323], [0.0931, 2.8530, 0.3062], [0.0159, 0.2885, 1.8455], [-1.3990, -0.5419, -0.1058], [-0.7629, 0.7943, -0.9004]], "mulliken_charge": [-0.249, -0.637, 0.339, 0.306, 0.251, 0.264, -0.730, -0.148, -0.159, 0.282, 0.304, 0.459, 0.346, 0.371], "homo_energy_ev": -14.33, "charge": 1, "gap_ev": 9.70, "lumo_ev": -4.627}

Run ii
{"formula": "C3H9N2", "method": "wB97M-V/def2-TZVPD", "elements": ["C", "C", "C", "N", "N", "H", "H", "H", "H", "H", "H", "H", "H", "H"], "positions_angstrom": [[-0.2100, -1.0837, 0.9231], [-0.0022, 0.1916, 0.2632], [-0.1440, 0.5527, -1.1362], [-0.4517, -0.3732, -2.1035], [0.6229, 1.1896, 1.0648], [-1.0069, -1.6620, 0.4967], [-0.3079, -1.1803, 1.9625], [0.6015, -1.7213, 0.7928], [0.2957, 1.4879, -1.5623], [-0.8740, -1.2526, -1.9506], [-0.7853, -0.1713, -2.9558], [0.9920, 2.1126, 0.8063], [1.4032, 0.5778, 1.5624], [-0.1333, 1.3323, 1.8365]], "mulliken_charge": [-1.687, 0.484, -0.234, -0.367, -0.295, 0.359, 0.463, 0.418, 0.249, 0.198, 0.216, 0.331, 0.423, 0.441], "homo_energy_ev": -12.51, "charge": 1, "gap_ev": 8.82, "lumo_ev": -3.686}

Run iii
{"formula": "C3H9N2", "method": "wB97M-V/def2-TZVPD", "elements": ["C", "C", "C", "N", "N", "H", "H", "H", "H", "H", "H", "H", "H", "H"], "positions_angstrom": [[-0.6962, 1.3715, 0.2169], [0.1930, 0.1919, -0.0391], [-0.1493, -1.0969, -0.1082], [-1.4420, -1.3626, -0.5593], [1.6853, 0.3624, 0.3330], [-1.5174, 0.9302, 0.7865], [-0.1771, 2.1972, 0.6886], [-1.1158, 1.6563, -0.7547], [0.4380, -2.0023, 0.0657], [-1.5180, -1.0568, -1.5151], [-1.8261, -2.2895, -0.5037], [1.9259, 1.3030, 0.6279], [1.8887, -0.2173, 1.1524], [2.3110, 0.0128, -0.3909]], "mulliken_charge": [-1.088, 0.443, -0.458, -0.485, -0.325, 0.321, 0.428, 0.271, 0.274, 0.240, 0.260, 0.359, 0.377, 0.383], "homo_energy_ev": -13.31, "charge": 1, "gap_ev": 9.66, "lumo_ev": -3.651}

Most stable: run iii